Entry 1:
A molecular structure, C16H31N6O2SSiTc, computed with the ωB97M-V functional and the def2-TZVPD basis.

- Energy relative to the best compared isomer or geometry (same formula, charge and spin): 0.0 kcal per mole
- Expectation value of S²: 0.76
- Charge: +3
- E_HOMO (alpha / beta): -15.3 / -15.3 eV
- 2S+1: 2

Element x y z (Å)
Tc: -0.13905 1.58335 0.28076
N: 0.17308 -0.13733 -0.97409
C: -1.02042 -1.03319 -0.85397
C: -0.73693 -2.49937 -1.18548
C: -2.02215 -3.34948 -1.32446
C: -2.02178 -4.55115 -0.37340
N: -3.23980 -5.35550 -0.45721
C: -3.39256 -6.49962 -1.12723
N: -4.46430 -7.25373 -0.90369
N: -2.48399 -6.90036 -2.01384
C: -1.56377 -0.85684 0.55327
O: -2.17140 -1.66652 1.16586
O: -1.30713 0.39076 1.07979
H: 0.32569 0.09526 -1.95383
H: 1.00793 -0.64498 -0.67619
H: -1.77586 -0.63555 -1.53821
H: -0.09027 -2.91171 -0.40484
H: -0.16824 -2.52844 -2.11694
H: -2.13967 -3.68520 -2.35606
H: -2.90050 -2.74235 -1.10030
H: -1.95267 -4.19418 0.65330
H: -1.16043 -5.19957 -0.54163
H: -4.02534 -5.06216 0.10290
H: -5.06359 -7.09495 -0.11045
H: -4.69300 -8.02831 -1.50541
H: -1.77372 -6.27934 -2.35660
H: -2.52011 -7.82677 -2.40719
C: -1.03254 3.40635 1.67813
Si: -0.79023 4.32675 -0.00902
C: 0.80695 5.26129 0.00279
C: -2.34083 5.27580 -0.33033
C: -0.68074 2.81189 -1.17862
H: -0.74768 4.20737 2.36996
H: -0.43987 2.58151 2.13046
H: -2.08033 3.15990 1.84735
H: 0.78030 6.06638 0.74011
H: 0.99479 5.71945 -0.97023
H: 1.65940 4.62028 0.24325
H: -2.47139 6.03464 0.44480
H: -3.21903 4.62831 -0.32202
H: -2.29637 5.78751 -1.29265
H: 0.06008 2.77043 -1.98485
H: -1.67668 2.57311 -1.57349
N: 6.82383 2.35896 1.64109
C: 5.93955 1.39956 1.88429
S: 6.17971 -0.08725 2.51312
C: 4.51744 1.61409 1.49684
C: 4.11698 1.52522 0.15750
C: 2.77890 1.50512 -0.13848
N: 1.82006 1.64676 0.81222
C: 2.21294 1.81241 2.10308
C: 3.53006 1.78174 2.47293
H: 7.79566 2.19981 1.86934
H: 6.56419 3.26038 1.27422
H: 4.84376 1.41645 -0.63618
H: 2.43808 1.39689 -1.16044
H: 1.43501 1.94543 2.84232
H: 3.79797 1.86067 3.51766

=====

Entry 2:
2 unconnected molecules or ions with the total composition C4H14NO2, computed with the ωB97M-V functional and the def2-TZVPD basis.

- Energy relative to the best compared isomer or geometry (same formula, charge and spin): 67.1 kcal per mole
- Charge: +1
- E_HOMO: -14.7 eV
- 2S+1: 1

Element x y z (Å)
C: 1.36634 -0.53001 1.35322
C: -0.15320 -0.37480 1.07193
C: -0.71548 -1.58905 0.39653
C: -1.69155 -1.13554 -0.72002
O: -1.01401 -0.27103 -1.63188
N: -0.23665 0.96458 0.44206
H: 1.97221 0.45746 1.72341
H: 1.96561 -0.76629 0.38475
H: 1.65979 -1.26332 2.08362
H: -0.67060 -0.19807 2.09188
H: 0.03920 -2.22902 -0.08103
H: -1.21020 -2.17011 1.13396
H: -2.07947 -2.00137 -1.05960
H: -2.51279 -0.46287 -0.43937
H: -0.17891 -0.73920 -2.08238
H: -1.20398 1.31937 0.39372
H: 0.29226 1.75568 0.81560
H: 0.19957 1.06056 -0.62810
H: 0.66520 2.44321 -1.85885
H: 1.97680 3.28244 -1.68387
O: 1.52988 2.44739 -1.70559

=====

Entry 3:
A molecular structure, C10H10BClF4Pm, computed with the ωB97M-V functional and the def2-TZVPD basis.

- Energy relative to the best compared isomer or geometry (same formula, charge and spin): 54.4 kcal per mole
- Expectation value of S²: 6.01
- Charge: -1
- E_HOMO (alpha / beta): -3.2 / -3.2 eV
- 2S+1: 5

Element x y z (Å)
C: 0.89606 -2.10514 2.02058
C: 0.95882 -2.14237 0.63148
C: -0.39882 -2.14104 0.12849
H: 1.86879 -2.12347 0.04877
C: -1.28753 -2.05028 1.22264
C: -0.47210 -2.01426 2.39637
H: -0.94643 -2.14193 3.39051
H: 1.73720 -2.01391 2.73750
H: -0.67562 -2.07936 -0.90893
H: -2.37099 -1.94329 1.22747
Pm: 0.05765 0.44065 1.10835
Cl: 1.27887 2.21137 2.53537
C: 0.11382 2.93243 -3.48152
C: -1.12786 2.28721 -3.82897
C: -0.81456 1.04134 -4.48495
H: -2.11872 2.67870 -3.65410
C: 0.62150 0.91755 -4.54343
C: 1.19499 2.08672 -3.92319
H: 2.24906 2.30150 -3.83079
H: 0.21641 3.89367 -3.00108
H: -1.52829 0.33598 -4.88440
H: 1.16980 0.10324 -4.99375
F: -0.36831 -0.14773 3.09983
B: -0.07294 -0.08716 5.15509
F: 0.33766 1.16506 5.42056
F: -1.40529 -0.35067 5.25851
F: 0.88684 -1.05481 5.15361

=====

Entry 4:
2 unconnected molecules or ions with the total composition C19H39O6S, computed with the ωB97M-V functional and the def2-TZVPD basis.

- Charge: +1
- E_HOMO: -12.1 eV
- 2S+1: 1

Element x y z (Å)
C: 1.25177 -1.29525 2.61230
C: 2.80749 -1.23465 2.04768
C: 2.83002 -1.52145 0.42389
C: 2.62895 -0.16777 -0.48387
C: 1.19042 -0.23384 -1.33582
C: 1.04070 1.16869 -2.11803
C: -0.23880 2.10508 -1.83927
C: -1.32058 1.63516 -0.72232
C: -0.71832 1.66882 0.83414
C: -1.37712 2.94511 1.68650
C: -2.41535 2.46038 2.87213
C: -3.94697 2.11850 2.29507
S: -3.91202 0.31666 1.78047
C: -5.63991 -0.38844 1.52229
O: -5.89713 -0.45296 0.07528
C: -6.11624 -1.83005 -0.39316
O: -5.00935 -2.76358 -0.12841
C: -3.71466 -2.24594 -0.59751
C: -2.89096 -3.32155 -1.57833
O: -1.58496 -2.64209 -1.86807
H: 0.65067 -2.14751 2.07810
H: 1.27127 -1.43246 3.79728
H: 0.79293 -0.22275 2.41581
H: 3.21586 -0.15408 2.24542
H: 3.40794 -2.04526 2.67829
H: 1.89817 -2.22243 0.17982
H: 3.79946 -2.11409 0.11203
H: 2.71592 0.84099 0.11367
H: 3.49916 -0.16187 -1.29780
H: 0.29255 -0.60687 -0.69518
H: 1.38040 -1.08199 -2.15378
H: 2.02069 1.81398 -1.90520
H: 1.08553 0.94383 -3.28963
H: 0.16136 3.17887 -1.50352
H: -0.78524 2.30557 -2.87910
H: -1.83538 0.58542 -0.96175
H: -2.21316 2.42779 -0.74606
H: 0.44960 1.86891 0.69706
H: -0.92327 0.62637 1.35079
H: -0.46225 3.48489 2.20315
H: -1.86654 3.74033 0.96575
H: -2.48633 3.20780 3.77300
H: -1.99675 1.41436 3.26068
H: -4.18706 2.77415 1.35517
H: -4.77242 2.34925 3.10789
H: -3.36550 -0.37372 2.88069
H: -6.48235 0.30151 1.99576
H: -5.71741 -1.43329 2.04692
H: -7.05849 -2.25554 0.20309
H: -6.37876 -1.77822 -1.53632
H: -3.02902 -2.11515 0.35771
H: -3.77146 -1.25030 -1.21175
H: -2.66266 -4.32475 -0.99965
H: -3.52276 -3.46481 -2.55395
H: -1.50680 -1.87644 -1.19986
C: 6.74342 0.56089 -2.84295
C: 7.95947 -0.13178 -2.31909
O: 7.93928 0.17525 -0.93798
C: 6.64432 0.46100 -0.61381
O: 6.23513 0.60353 0.52633
O: 5.86742 0.56535 -1.73140
H: 6.29454 0.03195 -3.68815
H: 6.94592 1.59592 -3.13755
H: 7.90642 -1.21884 -2.44061
H: 8.87921 0.23339 -2.78427